(1)
{"formula": "C36H33BrCrN6P2", "method": "ωB97M-V/def2-TZVPD", "symbols": ["Cr", "C", "N", "C", "C", "N", "C", "P", "C", "N", "C", "C", "N", "C", "C", "N", "C", "C", "N", "C", "H", "H", "H", "H", "H", "H", "H", "H", "H", "H", "H", "H", "H", "H", "H", "C", "C", "C", "C", "C", "C", "P", "C", "C", "C", "C", "C", "C", "C", "C", "C", "C", "C", "C", "H", "H", "H", "H", "H", "H", "H", "H", "H", "H", "H", "H", "H", "H", "Br", "C", "C", "C", "C", "C", "C", "H", "H", "H", "H"], "xyz": [[0.245, 0.484, 0.419], [4.122, 1.279, 4.706], [2.948, 0.731, 4.051], [2.043, -0.129, 4.615], [1.129, -0.419, 3.641], [1.458, 0.248, 2.500], [2.553, 0.929, 2.762], [3.430, 1.974, 1.558], [2.042, 3.031, 1.051], [0.867, 2.607, 0.620], [0.109, 3.721, 0.395], [0.843, 4.833, 0.688], [2.068, 4.389, 1.110], [3.186, 5.235, 1.486], [3.395, 0.834, 0.142], [2.312, 0.289, -0.385], [2.736, -0.516, -1.401], [4.096, -0.453, -1.491], [4.508, 0.404, -0.506], [5.882, 0.796, -0.247], [4.071, 1.037, 5.764], [5.035, 0.853, 4.290], [4.151, 2.361, 4.597], [2.133, -0.450, 5.638], [0.272, -1.072, 3.682], [-0.913, 3.644, 0.068], [0.605, 5.881, 0.645], [2.803, 6.221, 1.738], [3.695, 4.825, 2.355], [3.898, 5.328, 0.667], [2.042, -1.096, -1.982], [4.795, -0.937, -2.150], [6.540, 0.122, -0.789], [6.066, 1.816, -0.581], [6.105, 0.722, 0.816], [-5.393, -4.712, -2.573], [-4.367, -4.291, -3.409], [-3.490, -3.299, -2.993], [-3.626, -2.707, -1.738], [-4.670, -3.130, -0.916], [-5.542, -4.130, -1.323], [-2.516, -1.403, -1.054], [-1.823, -0.753, -2.631], [-2.457, 0.350, -3.204], [-2.013, 0.887, -4.404], [-0.915, 0.333, -5.049], [-0.277, -0.767, -4.492], [-0.730, -1.304, -3.294], [-1.099, -2.377, -0.415], [-1.106, -3.771, -0.451], [-0.045, -4.499, 0.070], [1.031, -3.817, 0.613], [1.023, -2.425, 0.639], [-0.033, -1.637, 0.152], [-6.076, -5.487, -2.898], [-4.249, -4.737, -4.388], [-2.693, -2.983, -3.654], [-4.798, -2.664, 0.055], [-6.344, -4.447, -0.668], [-3.312, 0.788, -2.701], [-2.520, 1.741, -4.834], [-0.562, 0.753, -5.982], [0.572, -1.212, -4.997], [-0.247, -2.175, -2.865], [-1.942, -4.302, -0.890], [-0.061, -5.581, 0.044], [1.874, -4.365, 1.020], [1.893, -1.936, 1.072], [-5.672, 3.118, 2.629], [-4.070, 2.317, 1.978], [-3.776, 2.375, 0.626], [-2.600, 1.790, 0.172], [-1.679, 1.141, 1.010], [-2.040, 1.119, 2.364], [-3.213, 1.687, 2.859], [-4.460, 2.863, -0.058], [-2.404, 1.843, -0.896], [-1.387, 0.641, 3.089], [-3.454, 1.642, 3.914]], "lowdin_charge": [0.578, -0.032, -0.129, -0.043, -0.105, 0.049, -0.449, 1.172, -0.445, 0.017, -0.078, -0.037, -0.129, -0.031, -0.446, 0.010, -0.093, -0.037, -0.127, -0.031, 0.091, 0.089, 0.081, 0.120, 0.118, 0.101, 0.122, 0.092, 0.070, 0.094, 0.108, 0.122, 0.091, 0.092, 0.077, -0.101, -0.090, -0.089, -0.385, -0.113, -0.094, 1.116, -0.376, -0.112, -0.089, -0.100, -0.093, -0.112, -0.417, -0.106, -0.109, -0.114, -0.177, -0.229, 0.097, 0.099, 0.096, 0.098, 0.098, 0.095, 0.099, 0.096, 0.098, 0.104, 0.091, 0.093, 0.090, 0.067, 0.671, -0.710, -0.150, -0.202, -0.262, -0.130, -0.150, 0.093, 0.068, 0.066, 0.090], "multiplicity": 5, "homo_ev": [-6.473, -6.822], "gap_ha": [0.237, 0.249], "total_charge": 0, "mol_weight_g_mol": 743.5}

(2)
{"formula": "C36H33BrN5O5Yb", "method": "ωB97M-V/def2-TZVPD", "symbols": ["Yb", "C", "O", "C", "C", "C", "C", "C", "C", "N", "C", "N", "C", "C", "C", "C", "C", "C", "O", "C", "N", "C", "C", "C", "C", "C", "C", "O", "C", "H", "H", "H", "H", "H", "H", "H", "H", "H", "H", "H", "H", "H", "H", "H", "H", "H", "H", "H", "H", "H", "H", "C", "O", "C", "C", "C", "Br", "C", "C", "C", "O", "C", "N", "C", "C", "C", "C", "C", "C", "N", "H", "H", "H", "H", "H", "H", "H", "H", "H", "H", "H"], "xyz": [[12.421, 9.534, 8.291], [12.773, 9.514, 15.930], [13.215, 9.987, 14.640], [12.634, 11.160, 14.223], [11.602, 11.843, 14.879], [11.226, 13.106, 14.451], [11.962, 13.768, 13.463], [12.968, 13.104, 12.774], [13.239, 11.766, 13.100], [14.107, 10.987, 12.299], [14.010, 10.707, 10.959], [15.168, 10.207, 10.432], [15.532, 10.024, 9.117], [14.720, 9.694, 8.035], [15.297, 9.488, 6.801], [16.658, 9.601, 6.588], [17.498, 9.924, 7.626], [16.936, 10.076, 8.886], [17.632, 10.195, 10.060], [19.094, 10.295, 9.967], [12.909, 10.857, 10.229], [11.633, 10.510, 10.723], [10.621, 11.480, 10.882], [9.302, 11.112, 11.215], [9.014, 9.763, 11.525], [10.001, 8.792, 11.371], [11.282, 9.131, 10.866], [12.063, 8.139, 10.196], [12.531, 6.965, 10.934], [13.362, 8.651, 16.171], [11.726, 9.239, 15.921], [12.911, 10.293, 16.688], [11.148, 11.353, 15.746], [10.355, 13.595, 14.875], [11.738, 14.782, 13.168], [13.459, 13.579, 11.946], [14.912, 10.585, 12.781], [15.952, 10.185, 11.073], [14.652, 9.260, 5.960], [17.046, 9.435, 5.603], [18.581, 9.914, 7.566], [19.470, 10.386, 10.986], [19.401, 11.174, 9.409], [19.497, 9.360, 9.512], [10.849, 12.524, 10.675], [8.507, 11.878, 11.253], [8.031, 9.480, 11.897], [9.777, 7.752, 11.634], [13.335, 6.541, 10.319], [11.726, 6.244, 11.015], [12.878, 7.282, 11.894], [9.382, 8.903, 7.020], [10.209, 9.953, 7.597], [9.848, 11.249, 7.319], [8.541, 11.693, 7.191], [8.285, 13.071, 6.970], [6.509, 13.684, 6.921], [9.319, 13.979, 6.858], [10.639, 13.562, 7.175], [10.897, 12.195, 7.315], [12.195, 11.677, 7.325], [11.607, 14.614, 7.318], [11.407, 15.830, 6.903], [12.505, 16.586, 7.233], [12.738, 17.952, 6.996], [13.965, 18.444, 7.369], [14.937, 17.604, 7.957], [14.704, 16.244, 8.223], [13.470, 15.751, 7.857], [12.886, 14.438, 7.907], [8.404, 8.816, 7.491], [9.950, 7.958, 7.136], [9.237, 9.111, 5.950], [7.749, 10.978, 7.138], [9.105, 15.009, 6.589], [12.804, 12.444, 7.274], [11.957, 18.501, 6.499], [14.258, 19.466, 7.172], [15.917, 18.022, 8.151], [15.482, 15.562, 8.589], [12.999, 13.904, 8.771]], "lowdin_charge": [1.909, -0.044, -0.083, -0.212, -0.007, -0.055, -0.076, -0.021, -0.179, 0.155, -0.299, 0.146, -0.227, -0.249, -0.179, -0.072, 0.002, -0.209, -0.114, -0.018, 0.019, -0.287, -0.009, -0.029, -0.042, 0.007, -0.221, -0.267, 0.018, 0.092, 0.091, 0.107, 0.116, 0.117, 0.109, 0.111, 0.168, 0.147, 0.079, 0.112, 0.116, 0.096, 0.097, 0.110, 0.121, 0.128, 0.121, 0.130, 0.109, 0.097, 0.099, 0.003, -0.245, -0.230, -0.027, -0.657, 0.829, -0.033, -0.065, -0.164, -0.060, -0.270, 0.191, -0.206, 0.007, -0.066, -0.058, -0.023, -0.174, 0.131, 0.108, 0.103, 0.124, 0.107, 0.122, 0.119, 0.119, 0.112, 0.108, 0.116, 0.148], "multiplicity": 2, "homo_ev": [-12.571, -12.571], "gap_ha": [0.237, 0.215], "total_charge": 2, "mol_weight_g_mol": 868.6}

(3)
{"formula": "C36H33IrN12OSTe", "method": "ωB97M-V/def2-TZVPD", "symbols": ["Ir", "C", "C", "N", "N", "C", "N", "S", "C", "C", "C", "C", "C", "N", "H", "H", "H", "H", "H", "H", "H", "H", "H", "C", "N", "C", "N", "C", "N", "C", "C", "C", "C", "C", "C", "C", "N", "N", "C", "O", "C", "C", "C", "C", "C", "C", "N", "C", "N", "C", "N", "C", "H", "H", "H", "H", "H", "H", "H", "H", "H", "H", "H", "H", "H", "H", "H", "H", "C", "Te", "C", "C", "C", "C", "C", "C", "C", "H", "H", "H", "H", "H", "H", "H", "H"], "xyz": [[-1.123, 0.295, 0.578], [0.320, 2.706, 3.778], [0.110, 1.879, 2.563], [-1.066, 1.541, 2.124], [-2.194, 1.971, 2.770], [-3.295, 1.436, 2.320], [-4.464, 1.786, 2.855], [-3.362, 0.194, 1.036], [1.251, 1.410, 1.738], [2.565, 1.691, 2.048], [3.574, 1.265, 1.184], [3.235, 0.585, 0.031], [1.896, 0.310, -0.214], [0.933, 0.695, 0.621], [-0.617, 3.129, 4.123], [1.032, 3.507, 3.573], [0.742, 2.093, 4.579], [-4.493, 2.506, 3.562], [-5.334, 1.458, 2.471], [2.809, 2.238, 2.947], [4.610, 1.475, 1.414], [3.987, 0.261, -0.678], [1.590, -0.223, -1.107], [-0.401, 4.808, -2.377], [-0.969, 3.534, -1.899], [-0.674, 2.895, -0.785], [-1.303, 1.715, -0.802], [-2.003, 1.712, -1.977], [-1.795, 2.797, -2.666], [1.107, 4.721, -2.444], [1.876, 5.847, -2.181], [3.263, 5.773, -2.231], [3.890, 4.571, -2.511], [3.119, 3.440, -2.770], [1.732, 3.521, -2.757], [3.771, 2.161, -3.039], [5.024, 1.884, -3.083], [5.122, 0.526, -3.351], [3.920, 0.084, -3.451], [2.991, 1.062, -3.249], [3.451, -1.278, -3.688], [4.363, -2.324, -3.834], [3.896, -3.614, -4.012], [2.529, -3.878, -4.011], [1.625, -2.837, -3.871], [0.140, -3.082, -3.773], [-0.312, -2.594, -2.454], [-0.883, -1.436, -2.162], [-0.894, -1.275, -0.835], [-0.290, -2.420, -0.381], [0.072, -3.228, -1.334], [2.089, -1.536, -3.735], [-0.713, 5.595, -1.691], [-0.874, 4.987, -3.341], [-0.019, 3.267, -0.015], [-2.695, 0.942, -2.270], [1.397, 6.789, -1.939], [3.855, 6.656, -2.037], [4.969, 4.498, -2.539], [1.149, 2.641, -3.002], [5.423, -2.113, -3.812], [4.599, -4.426, -4.136], [2.176, -4.896, -4.117], [-0.117, -4.136, -3.843], [-0.427, -2.528, -4.521], [-1.255, -0.761, -2.912], [-0.111, -2.637, 0.660], [1.390, -0.708, -3.663], [-2.246, -4.028, 2.970], [-2.071, -1.910, 3.173], [-4.120, -1.999, 3.772], [-4.198, -3.366, 4.406], [-5.171, -3.654, 5.354], [-5.255, -4.931, 5.886], [-4.361, -5.916, 5.486], [-3.376, -5.629, 4.553], [-3.298, -4.354, 4.007], [-1.272, -4.464, 3.185], [-2.534, -4.267, 1.945], [-4.721, -1.892, 2.869], [-4.319, -1.175, 4.453], [-5.864, -2.887, 5.677], [-6.012, -5.156, 6.625], [-4.422, -6.908, 5.912], [-2.671, -6.395, 4.256]], "lowdin_charge": [1.066, 0.018, -0.229, -0.191, 0.039, -0.774, 0.137, 0.595, -0.207, 0.045, 0.031, 0.016, -0.066, -0.058, 0.086, 0.105, 0.120, 0.137, 0.115, 0.133, 0.141, 0.124, 0.108, -0.027, -0.087, -0.078, -0.097, -0.161, 0.181, -0.204, -0.011, -0.025, 0.012, -0.130, 0.015, -0.301, 0.148, 0.147, -0.305, 0.087, -0.132, 0.015, -0.021, -0.001, -0.206, -0.030, -0.084, -0.106, -0.097, -0.204, 0.177, 0.006, 0.141, 0.149, 0.157, 0.127, 0.127, 0.125, 0.130, 0.120, 0.130, 0.125, 0.127, 0.141, 0.143, 0.139, 0.096, 0.116, -0.350, 1.525, -0.353, -0.306, -0.012, -0.028, -0.027, -0.011, -0.305, 0.075, 0.081, 0.065, 0.075, 0.128, 0.125, 0.125, 0.129], "multiplicity": 2, "homo_ev": [-15.081, -15.081], "relative_energy_kj_mol": 0.0, "gap_ha": [0.198, 0.147], "total_charge": 3, "mol_weight_g_mol": 1001.6}